[1]
{
  "formula": "C24H19LiN3O2S",
  "method": "the ωB97M-V functional and the def2-TZVPD basis",
  "total_charge": -1,
  "lumo_energy_ev": 2.06,
  "homo_lumo_gap_ev": 5.0,
  "molar_mass_g_mol": 420.44,
  "symbols": ["Li", "C", "C", "C", "C", "C", "C", "N", "C", "C", "C", "C", "C", "N", "C", "C", "C", "C", "C", "C", "N", "H", "H", "H", "H", "H", "H", "H", "H", "H", "H", "H", "H", "H", "H", "H", "O", "C", "O", "C", "C", "C", "C", "C", "C", "S", "H", "H", "H", "H"],
  "xyz": [[-0.131822, 0.563570, -0.056574], [3.238748, 0.248060, -0.568542], [3.005502, 1.012934, 0.680329], [4.087552, 1.492983, 1.425968], [3.837931, 2.170062, 2.604896], [2.529476, 2.339361, 3.012539], [1.497764, 1.834863, 2.210851], [1.755491, 1.201369, 1.066248], [0.092360, 1.943985, 2.608137], [-0.312488, 2.560782, 3.809161], [-1.659091, 2.570229, 4.121120], [-2.567207, 1.969162, 3.269932], [-2.085270, 1.372237, 2.087275], [-0.794617, 1.398194, 1.789598], [-2.957619, 0.665758, 1.147762], [-4.332425, 0.536311, 1.379239], [-5.099582, -0.176154, 0.479090], [-4.480394, -0.754254, -0.613514], [-3.101277, -0.586162, -0.775228], [-2.400313, -1.227810, -1.913768], [-2.379248, 0.119448, 0.077589], [4.290894, 0.247944, -0.844272], [2.633670, 0.656630, -1.372215], [2.898599, -0.777626, -0.422318], [5.098319, 1.339126, 1.077267], [4.652219, 2.559287, 3.203401], [2.324931, 2.855938, 3.937042], [0.395241, 3.014935, 4.485067], [-2.000411, 3.039453, 5.035872], [-3.614521, 1.963639, 3.527263], [-4.802838, 0.980471, 2.241861], [-6.165796, -0.281205, 0.631888], [-5.048021, -1.321422, -1.336127], [-3.102487, -1.685937, -2.605828], [-1.721547, -1.989145, -1.529084], [-1.780819, -0.501620, -2.430510], [0.726070, 0.678383, -3.899193], [0.660085, 0.055690, -2.833297], [0.286158, 0.550266, -1.735056], [1.062123, -1.417545, -2.856469], [1.485526, -1.899964, -4.089467], [1.878802, -3.206487, -4.292493], [1.848248, -4.075534, -3.212679], [1.433917, -3.630081, -1.980453], [1.031292, -2.301850, -1.760503], [0.542031, -1.944011, -0.139724], [1.493661, -1.195068, -4.906872], [2.199647, -3.550722, -5.267572], [2.145345, -5.109342, -3.331352], [1.406191, -4.309127, -1.136286]],
  "atomic_forces_ev_per_a": [[0.1, -0.8, 0.2], [0.1, 0.0, -0.2], [0.7, -0.1, -0.2], [-0.2, 0.2, 0.3], [0.1, -0.1, -0.2], [-0.5, 0.0, 0.0], [1.5, 0.1, 0.1], [-0.8, 0.2, 0.2], [-0.8, 0.5, 0.9], [0.1, -0.3, -0.5], [0.0, 0.0, -0.1], [0.3, -0.2, -0.4], [0.1, 0.7, 1.2], [0.1, -0.1, -0.3], [-1.2, -0.6, -0.6], [0.4, 0.2, 0.2], [0.1, -0.1, -0.3], [-0.1, 0.2, 0.4], [-0.4, -0.4, -0.5], [0.0, -0.1, -0.2], [0.4, 0.5, 0.5], [0.1, 0.1, 0.0], [0.0, 0.0, -0.1], [-0.1, -0.1, 0.0], [0.0, -0.1, 0.0], [0.0, 0.0, 0.0], [0.0, 0.0, 0.0], [0.0, 0.0, 0.0], [0.0, 0.0, 0.0], [0.0, 0.0, -0.1], [0.0, 0.0, 0.1], [0.0, 0.0, 0.0], [0.0, -0.1, -0.1], [-0.1, 0.0, -0.1], [0.1, 0.0, 0.1], [0.1, 0.1, -0.1], [0.0, 0.2, -0.4], [0.0, -0.1, 0.0], [-0.1, 0.5, -0.3], [0.0, 0.1, 0.0], [0.1, 0.0, -0.4], [0.0, 0.0, -0.2], [0.0, -0.2, 0.1], [0.1, -0.3, -0.2], [-0.1, 0.1, 0.2], [-0.3, 0.0, 1.0], [0.0, 0.1, -0.1], [0.0, 0.0, -0.1], [0.0, -0.1, 0.0], [0.0, 0.1, 0.0]]
}

[2]
{
  "formula": "C24H19N3O4PdSTe",
  "method": "the ωB97M-V functional and the def2-TZVPD basis",
  "lumo_energy_ev": -0.61,
  "homo_lumo_gap_ev": 7.6,
  "molar_mass_g_mol": 679.52,
  "symbols": ["Pd", "O", "C", "C", "C", "C", "C", "C", "C", "O", "N", "O", "O", "H", "H", "H", "H", "Te", "C", "C", "C", "C", "C", "C", "C", "C", "C", "C", "C", "C", "H", "H", "H", "H", "H", "H", "H", "H", "H", "H", "C", "C", "C", "C", "N", "C", "S", "N", "H", "H", "H", "H", "H"],
  "xyz": [[-0.355647, 0.859854, -1.215859], [-0.651682, 0.442721, 1.249656], [0.420623, 0.286767, 1.815322], [1.695419, -0.155818, 1.246834], [2.745228, -0.254351, 2.165412], [3.972317, -0.738474, 1.793806], [4.198544, -1.161852, 0.478891], [3.189556, -1.073048, -0.436826], [1.910088, -0.553457, -0.106824], [1.031711, -0.524215, -1.057759], [5.040911, -0.829320, 2.778119], [4.807131, -0.447275, 3.910246], [6.107346, -1.286978, 2.410540], [0.472957, 0.464584, 2.907263], [2.588707, 0.043673, 3.194105], [5.170919, -1.548087, 0.208571], [3.337148, -1.385542, -1.461396], [-1.445698, -1.027561, -2.821511], [-3.553256, -1.131195, -2.965209], [-4.178007, -0.432004, -3.989443], [-5.565049, -0.412025, -4.064123], [-6.321726, -1.096910, -3.126097], [-5.692385, -1.806054, -2.110668], [-4.308508, -1.822149, -2.023699], [-1.223671, -2.752239, -1.640656], [-1.105170, -3.986415, -2.267875], [-0.981239, -5.134190, -1.496638], [-0.973654, -5.044577, -0.112792], [-1.095010, -3.809488, 0.508427], [-1.220037, -2.656516, -0.253713], [-3.589657, 0.096595, -4.730316], [-6.051135, 0.134039, -4.861379], [-7.401224, -1.085255, -3.188950], [-6.282338, -2.343127, -1.379535], [-3.820493, -2.368019, -1.220620], [-1.105734, -4.052228, -3.348384], [-0.884920, -6.096771, -1.980159], [-0.872951, -5.942031, 0.482935], [-1.090200, -3.742612, 1.588327], [-1.312179, -1.692553, 0.224138], [-3.776705, 1.773432, -0.999310], [-2.780551, 2.841527, -1.303809], [-3.123477, 4.179944, -1.444897], [-2.096295, 5.093856, -1.626811], [-0.808418, 4.770968, -1.613100], [-0.540735, 3.481241, -1.462487], [1.016291, 2.782102, -1.270494], [-1.490912, 2.513199, -1.386473], [-4.752967, 2.003703, -1.421591], [-3.876511, 1.691650, 0.084926], [-3.437289, 0.811542, -1.366423], [-4.156366, 4.491141, -1.404279], [-2.315801, 6.146098, -1.766211]],
  "atomic_forces_ev_per_a": [[-0.4, 0.4, -0.3], [0.3, -0.1, 0.2], [-0.2, 0.0, -0.1], [-0.1, 0.0, 0.0], [0.0, 0.0, 0.1], [-0.1, 0.0, -0.2], [0.1, 0.0, 0.1], [0.0, 0.0, -0.1], [0.1, -0.1, 0.0], [0.3, -0.3, 0.0], [0.0, 0.0, 0.0], [0.0, 0.0, 0.0], [0.0, 0.0, 0.1], [0.0, 0.0, -0.1], [0.0, 0.0, 0.0], [0.0, 0.0, 0.0], [0.0, 0.0, 0.0], [0.1, -0.1, 0.1], [0.1, 0.0, 0.2], [0.0, 0.0, 0.0], [0.1, 0.0, 0.0], [0.0, 0.0, 0.0], [0.0, 0.0, 0.0], [0.1, 0.0, 0.1], [-0.1, 0.0, 0.0], [0.0, 0.0, 0.1], [0.0, 0.0, 0.0], [0.0, 0.0, 0.0], [0.0, 0.0, 0.0], [0.0, -0.1, 0.0], [0.0, 0.0, 0.0], [0.0, 0.0, 0.0], [0.0, 0.0, 0.0], [0.0, 0.0, 0.0], [-0.1, 0.1, -0.1], [0.0, 0.0, 0.0], [0.0, 0.0, 0.0], [0.0, 0.0, 0.0], [0.0, 0.0, 0.0], [0.0, 0.1, 0.1], [0.0, 0.1, 0.0], [0.0, 0.0, 0.0], [0.0, 0.0, 0.0], [0.0, 0.0, 0.0], [0.1, -0.1, 0.0], [-0.2, 0.1, 0.0], [0.1, -0.1, 0.1], [0.0, 0.1, 0.1], [0.0, 0.0, 0.0], [0.0, 0.0, 0.0], [0.0, -0.1, 0.0], [0.0, 0.0, 0.0], [0.0, 0.0, 0.0]]
}

So what do the calculations give for total energy? Going down the list: -44807.176, -59462.349 eV.